Here is one molecule with the formula C5H10O from the Open Molecules 2025 dataset. Energies are from ωB97M-V/def2-TZVPD.

Output
Gap between HOMO and LUMO ... 8.61 eV
HOMO ... -8.8 eV
Energy ... -271.58523 Ha
Energy above the lowest of the compared OMol25 structures with the same formula, charge and spin ... 105.0 kcal/mol
LUMO level ... -0.15 eV

Geometry as XYZ:
```
16
Properties=species:S:1:pos:R:3:forces:R:3
C 1.382 -0.622 -0.261 0.06 -0.04 0.12
H 1.475 -0.672 -1.366 0.18 -0.12 0.13
H 2.367 -0.316 0.098 -0.12 0.01 0.13
O -1.046 1.510 1.771 -0.26 -0.03 -0.12
H -1.863 1.289 1.305 0.08 0.08 0.11
H -1.578 0.773 -1.104 0.08 -0.06 0.10
C -0.241 -0.556 -2.101 -0.28 -0.05 0.19
H -0.241 -1.667 -2.081 -0.04 0.21 -0.05
H 1.145 -1.621 0.125 0.08 0.16 -0.07
C -0.934 -0.079 -0.855 -0.13 0.00 -0.06
H 0.577 1.372 -0.307 -0.06 -0.14 -0.03
H -1.522 -0.834 -0.306 0.10 0.06 -0.08
H 0.783 0.745 2.095 -0.08 -0.04 -0.15
H -0.467 -0.489 1.880 0.04 0.16 -0.09
C -0.108 0.487 1.510 0.29 -0.26 -0.08
C 0.259 0.379 0.031 0.05 0.06 -0.04
```
Positions in Å, forces in eV/Å.

Results of the Löwdin charge analysis, in e, for atoms 1 through 8:
1. C -0.09
2. H 0.05
3. H 0.09
4. O -0.06
5. H 0.08
6. H 0.10
7. C 0.12
8. H 0.02